No. 1
# H2N2O2S

A cluster of 2 separate species, H2N2O2S in total at a distorted geometry (wB97M-V/def2-TZVPD, the Open Molecules 2025 dataset).

```
7
Properties=species:S:1:pos:R:3
N -0.094 -0.270 -0.631
N -1.125 -0.484 -1.223
O 1.357 -0.632 2.025
O 0.172 1.482 1.355
S 0.120 0.044 1.739
H 0.641 0.273 -1.111
H -1.071 -0.412 -2.154
```

Calculated values
Max |F|: 5.2 eV Å⁻¹



No. 2
# CH4N2O3

A cluster of 2 separate species, CH4N2O3 in total at a distorted geometry (wB97M-V/def2-TZVPD, the Open Molecules 2025 dataset).

```
10
Properties=species:S:1:pos:R:3
C 0.194 0.752 1.254
N -0.227 -1.213 -0.958
N -1.250 -0.675 -1.106
O 2.211 0.312 0.076
O -0.483 1.469 0.547
O 1.384 0.139 1.153
H -0.150 0.353 2.243
H -1.542 0.223 -0.658
H -2.026 -1.147 -1.821
H 1.889 -0.213 -0.730
```

Calculated values
Max |F|: 5.0 eV Å⁻¹



So what do the calculations give for lowest unoccupied orbital energy? Going down the list: -0.24; 0.85 eV.
So what do the calculations give for orbital gap? Going down the list: 9.87; 9.37 eV.
So what do the calculations give for ΔE to the lowest compared entry with this formula, charge and spin? Going down the list: 44.75; 354.06 kJ/mol.